Below is a structure of composition C33H50BaBrN4OS, with properties calculated with ωB97M-V with the def2-TZVPD basis set.

The calculation puts the HOMO-LUMO gap at 3.999 eV. The calculation puts the HOMO energy at -8.156 eV. The calculation puts the max |F| at 3.54 eV/Å. The value obtained for the total energy is -124606.0508 eV. Its LUMO energy is -4.157 eV. As for the energy relative to the best compared isomer or geometry (same formula, charge and spin): 52.5 kcal/mol.

Structure (ORCA input):
```
! wB97M-V def2-TZVPD RIJCOSX def2/J DEFGRID3
* xyz 1 1
Ba 0.08380 -0.10230 -0.12032
C -2.42814 -0.55432 3.06789
C -1.18714 -1.04499 3.48062
C -0.73390 -1.97535 2.47129
C -1.72165 -1.92632 1.42250
C -2.79601 -1.10182 1.83924
C -4.10952 -0.92596 1.12147
C -5.26383 -0.89540 2.13615
C -4.33908 -2.07947 0.13668
C -4.10085 0.39154 0.33131
C 0.14273 -3.22305 2.55404
C 0.31891 -3.91598 1.18988
C 1.56165 -3.01840 3.09330
C -0.61698 -4.22455 3.45055
C -0.49326 -0.47376 4.71065
C -0.28066 -1.51499 5.81900
C 0.84196 0.16831 4.29979
C -1.32849 0.65295 5.34398
H -3.03350 0.14216 3.61851
H -1.88015 -2.74262 0.73921
H -5.19318 -1.74375 2.81282
H -6.22221 -0.94274 1.62186
H -5.23913 0.02005 2.72122
H -4.29900 -3.03554 0.65502
H -3.58483 -2.06985 -0.65235
H -5.31867 -1.98551 -0.32829
H -3.87148 1.22929 0.98664
H -5.07939 0.55526 -0.11475
H -3.35413 0.34762 -0.46352
H 0.74464 -3.23277 0.44627
H -0.61780 -4.32217 0.81770
H 1.00196 -4.75587 1.30743
H 2.12003 -2.33988 2.44710
H 2.08445 -3.97297 3.11138
H 1.56749 -2.63825 4.10533
H -1.57489 -4.47038 2.99689
H -0.80625 -3.80766 4.43296
H -0.04432 -5.14262 3.56483
H 0.44630 -2.26979 5.54576
H -1.22363 -2.00612 6.04573
H 0.07417 -1.02977 6.72644
H 1.52095 -0.55140 3.85960
H 1.32424 0.61018 5.16999
H 0.65687 0.95768 3.56738
H -2.27594 0.28136 5.72312
H -1.52134 1.45520 4.63505
H -0.78156 1.07518 6.18499
Br -1.36476 7.44700 0.04186
C -1.42518 5.63852 -0.54581
C -1.49962 4.61646 0.39170
C -1.48565 3.30382 -0.02765
C -1.40147 2.97466 -1.38953
C -1.38170 4.03170 -2.31876
C -1.37434 5.34682 -1.90115
N -1.24596 1.64779 -1.71845
C -1.53262 1.18423 -2.89377
C -1.28147 -0.16733 -3.28433
C -1.56735 -0.54212 -4.61113
C -1.33718 -1.83538 -5.01754
C -0.84379 -2.74843 -4.08594
C -0.58154 -2.29825 -2.80206
N -0.77641 -1.05069 -2.39667
H -1.56476 4.86192 1.44132
H -1.57065 2.50549 0.70063
H -1.33543 3.83566 -3.37885
H -1.31500 6.15333 -2.61630
H -2.01550 1.80098 -3.65437
H -1.95527 0.19627 -5.29702
H -1.53420 -2.13456 -6.03470
H -0.66511 -3.77826 -4.35370
H -0.18566 -2.98043 -2.05839
O 1.67045 1.17096 0.79188
S 1.45449 2.58020 1.22382
C 2.79130 2.92725 2.43959
C 3.77243 3.92903 1.83727
C 3.06142 4.64891 0.68925
C 2.28234 3.58853 -0.06403
H 3.24516 1.96527 2.66022
H 2.31760 3.30647 3.34192
H 4.65290 3.40655 1.45753
H 4.11077 4.64888 2.58345
H 3.78402 5.15293 0.04427
H 2.37346 5.40279 1.07986
H 2.93244 2.90527 -0.60975
H 1.52369 3.99319 -0.72985
N 2.92782 -1.38926 -2.39294
N 2.84988 -0.04133 -1.92048
H 3.85143 -1.61870 -2.77000
H 2.24392 -1.49567 -3.13703
H 3.22063 0.62922 -2.59966
H 3.42119 0.02438 -1.08186
*
```